[1]
C4H3GdLiO2 | ωB97M-V with the def2-TZVPD basis set

The geometry in XYZ format:
```
11
Properties=species:S:1:pos:R:3
Gd 3.662 0.307 -0.933
O 1.367 -0.067 -0.884
C 0.323 0.488 -0.184
H 0.769 -0.265 1.945
H 0.120 1.530 -0.472
C -1.293 -0.235 1.176
C 0.064 0.117 1.203
C -1.460 -0.181 -0.222
O -1.857 -0.769 -1.191
Li 0.375 -0.788 -2.370
H -2.070 -0.137 1.932
```

Calculated values
**Charge**: +3
**E_tot**: -1076.638188 hartree
**Kohn-Sham gap (alpha / beta)**: 0.3251 / 0.2246 Eh
**E_HOMO (alpha / beta)**: -22.51 / -21.33 eV
**2S+1**: 8

[2]
C4H9OS | ωB97M-V with the def2-TZVPD basis set

The geometry in XYZ format:
```
15
Properties=species:S:1:pos:R:3
O 0.224 1.709 -1.213
C 0.938 0.653 -1.139
C 0.834 -0.335 -2.313
H 1.976 0.756 -0.763
H -0.189 -0.714 -2.450
H 1.503 -1.228 -2.044
H 1.126 0.228 -3.184
C -1.739 -0.490 2.204
C -0.972 0.199 1.071
S 0.463 -0.781 0.633
H -1.157 -0.651 3.130
H -2.012 -1.496 1.876
H -2.650 0.125 2.404
H -0.538 1.144 1.433
H -1.626 0.493 0.230
```

Calculated values
**Charge**: -1
**E_tot**: -631.236619 hartree
**Kohn-Sham gap**: 0.2604 Eh
**E_HOMO**: -3.06 eV
**2S+1**: 1

[3]
C17H23ClN2Tc | ωB97M-V with the def2-TZVPD basis set

The geometry in XYZ format:
```
44
Properties=species:S:1:pos:R:3
C 5.907 -0.293 -3.353
C 5.701 0.306 -4.752
C 6.978 0.502 -2.593
C 6.327 -1.765 -3.468
Cl 4.357 -0.195 -2.444
H 7.927 0.452 -3.138
H 7.136 0.091 -1.591
H 6.694 1.554 -2.496
H 6.640 0.254 -5.314
H 5.396 1.355 -4.691
H 4.938 -0.246 -5.309
H 7.272 -1.833 -4.020
H 5.574 -2.350 -4.005
H 6.476 -2.212 -2.481
C -1.209 1.993 0.261
C 0.063 1.970 0.972
C 1.125 2.057 -0.009
H 0.147 2.160 2.038
C 0.547 2.026 -1.298
C -0.874 1.952 -1.168
H -1.547 1.986 -2.021
H -2.163 2.173 0.749
H 2.188 2.168 0.213
H 1.067 2.084 -2.248
C -0.226 -2.271 0.807
C -0.691 -1.306 1.807
C 0.450 -0.448 2.098
H -1.614 -1.297 2.385
C 1.596 -0.977 1.394
C 1.174 -2.072 0.609
H 1.803 -2.693 -0.022
H -0.791 -3.087 0.359
H 0.469 0.257 2.927
H 2.621 -0.611 1.490
Tc -0.530 0.037 0.251
N -4.390 -1.599 -0.175
C -4.641 -0.343 -0.800
C -3.449 0.323 -0.805
N -2.494 -0.466 -0.142
C -3.089 -1.626 0.173
H -5.040 -2.355 0.009
H -5.612 -0.025 -1.142
H -3.201 1.280 -1.210
H -2.640 -2.497 0.651
```

Calculated values
**Charge**: +2
**E_tot**: -1311.416133 hartree
**Kohn-Sham gap (alpha / beta)**: 0.2615 / 0.2020 Eh
**E_HOMO (alpha / beta)**: -14.69 / -14.75 eV
**2S+1**: 4

[4]
C2H4F2S2 | ωB97M-V with the def2-TZVPD basis set

The geometry in XYZ format:
```
10
Properties=species:S:1:pos:R:3
C -4.209 -0.013 -0.444
C 3.409 0.149 0.419
F 3.646 -0.530 -0.770
F 4.629 0.331 0.954
S -2.649 0.502 -0.241
S -1.288 -0.898 -0.072
H -4.910 0.744 -0.489
H 3.068 1.108 0.173
H -4.507 -0.997 -0.542
H 2.811 -0.395 1.012
```

Calculated values
**Charge**: 0
**E_tot**: -1074.640195 hartree
**Kohn-Sham gap**: 0.2882 Eh
**E_HOMO**: -9.04 eV
**2S+1**: 1

[5]
C9H14N2PSY | ωB97M-V with the def2-TZVPD basis set

The geometry in XYZ format:
```
28
Properties=species:S:1:pos:R:3
C -0.766 0.011 -3.427
C -1.552 1.183 -3.258
C -0.673 2.277 -2.997
C 0.670 1.787 -2.998
C 0.639 0.401 -3.279
Y -0.168 -1.254 0.885
P -0.030 -3.683 -0.505
H -1.137 -0.990 -3.645
H -2.636 1.244 -3.334
H -0.964 3.312 -2.854
H 1.494 -0.263 -3.367
H 1.563 2.368 -2.776
H 1.146 -3.987 -1.286
H -1.052 -3.807 -1.521
H -0.221 -4.943 0.169
C 1.074 -1.155 3.041
N 0.336 0.103 2.706
C -0.502 0.793 3.583
C -0.843 1.933 2.946
N -0.174 1.966 1.733
C 0.655 0.896 1.612
S 1.697 0.398 0.332
H 1.492 -1.715 2.124
H 1.982 -0.905 3.616
H 0.416 -1.810 3.633
H -0.719 0.368 4.547
H -1.485 2.739 3.257
H -0.244 2.732 1.061
```

Calculated values
**Charge**: 0
**E_tot**: -1238.447304 hartree
**Kohn-Sham gap (alpha / beta)**: 0.1445 / 0.1494 Eh
**E_HOMO (alpha / beta)**: -5.10 / -5.08 eV
**2S+1**: 1

[6]
CH5N3O | ωB97M-V with the def2-TZVPD basis set

The geometry in XYZ format:
```
10
Properties=species:S:1:pos:R:3
C -0.044 0.438 -0.005
H 2.574 -1.053 -0.590
H 2.242 0.638 -0.040
H 0.443 1.430 -0.151
H -1.912 1.050 -0.389
H -2.615 -0.916 0.999
N 2.003 -0.429 0.152
N 0.699 -0.600 0.045
N -1.442 0.352 0.130
O -1.950 -0.910 -0.151
```

Calculated values
**Charge**: 0
**E_tot**: -280.418061 hartree
**Kohn-Sham gap**: 0.3008 Eh
**E_HOMO**: -7.89 eV
**2S+1**: 1

[7]
C8H18N4O | ωB97M-V with the def2-TZVPD basis set

The geometry in XYZ format:
```
31
Properties=species:S:1:pos:R:3
N -0.198 -2.094 1.492
C -0.737 -1.737 0.298
O -0.381 -2.005 -0.809
C -2.076 -1.075 0.445
C -2.583 -0.246 -0.708
C -1.858 0.962 -1.175
C -1.689 2.147 -0.173
C -0.587 2.049 0.953
C 0.844 1.728 0.536
N 0.992 0.340 0.155
C 2.178 0.032 -0.263
N 2.528 -1.228 -0.815
N 3.375 0.833 -0.068
H -0.672 -1.665 2.335
H 0.877 -2.133 1.572
H -2.762 -1.953 0.598
H -2.224 -0.601 1.488
H -2.763 -0.965 -1.535
H -3.559 0.130 -0.424
H -0.836 0.709 -1.674
H -2.379 1.428 -2.066
H -1.419 3.099 -0.700
H -2.756 2.519 0.168
H -0.822 1.063 1.608
H -0.479 2.901 1.703
H 1.321 2.331 -0.306
H 1.402 1.882 1.455
H 1.792 -1.854 -1.368
H 3.474 -1.630 -0.773
H 3.953 0.981 -0.940
H 3.068 1.671 0.508
```

Calculated values
**Charge**: 0
**E_tot**: -609.850882 hartree
**SMILES string**: NC(=O)CCCCCCN=C(N)N
**Kohn-Sham gap**: 0.3435 Eh
**E_HOMO**: -8.51 eV
**2S+1**: 1

[8]
C3H22NO9 | ωB97M-V with the def2-TZVPD basis set

The geometry in XYZ format:
```
35
Properties=species:S:1:pos:R:3
O -2.292 0.435 -1.133
C -2.429 1.006 -0.081
O -3.494 1.714 0.235
C -1.421 1.006 1.049
C -1.921 0.110 2.168
N -0.136 0.489 0.522
H -4.124 1.753 -0.475
H -1.245 2.027 1.382
H -2.878 0.457 2.529
H -2.012 -0.938 1.859
H -1.252 0.126 3.020
H -0.252 -0.433 0.096
H 0.561 0.410 1.265
H 0.269 1.112 -0.175
H 2.054 -1.700 2.531
H 2.333 -1.575 1.022
O 1.633 -1.470 1.702
H 4.275 -1.970 -0.382
H 3.027 -1.340 -1.112
O 3.316 -1.783 -0.305
H 1.404 2.557 -2.145
H 1.825 1.087 -1.871
O 1.461 1.900 -1.447
H 1.994 3.111 1.751
H 1.653 2.526 0.284
O 1.419 2.486 1.235
H -0.802 -3.598 0.841
H 0.304 -2.530 1.112
O -0.523 -2.701 0.613
H 1.205 -0.945 -2.234
H 2.304 -0.773 -3.330
O 2.123 -0.576 -2.396
H -0.516 -2.184 -1.088
H -1.165 -0.945 -1.796
O -0.347 -1.467 -1.714
```

Calculated values
**Charge**: +1
**E_tot**: -859.295801 hartree
**Kohn-Sham gap**: 0.4430 Eh
**E_HOMO**: -14.45 eV
**2S+1**: 1

| no. | maximum force (eV/A) |
| --- | --- |
| 1 | 4.6 |
| 2 | 2.2 |
| 3 | 2.5 |
| 4 | 4.6 |
| 5 | 2.6 |
| 6 | 7.0 |
| 7 | 3.8 |
| 8 | 1.6 |